# 1
15
Properties=species:S:1:pos:R:3:forces:R:3:lowdin_charge:R:1 method="wB97M-V/def2-TZVPD" lumo_ev=0.9 fmax_ev_per_a=0.50 de_lowest_ev=1.431 homo_ev=-9.7389
O 0.081891 -0.394496 -1.639397 0.09 0.10 -0.10 0.016
O 2.397902 0.738594 -0.688343 -0.08 -0.24 0.44 0.051
C -1.705881 -0.543570 -0.008194 -0.07 -0.17 0.05 -0.071
C -1.355805 0.922869 -0.098573 0.01 0.22 -0.02 -0.061
C 2.150010 0.078948 0.297253 0.06 0.25 -0.24 -0.224
C -0.308164 -0.134008 -0.325929 -0.09 -0.03 0.27 -0.540
C 0.775280 -0.373708 0.712482 -0.03 0.00 -0.07 -0.075
H -1.701180 1.460051 -0.976798 0.08 -0.09 0.13 0.108
H 2.971834 -0.239231 0.972301 -0.07 0.07 -0.07 0.125
H 0.545559 0.148950 1.652859 0.01 -0.12 -0.11 0.135
H -1.332318 1.505830 0.819333 0.03 -0.11 -0.16 0.102
H 0.809376 0.221535 -1.824289 -0.09 -0.15 -0.06 0.085
H -1.911017 -0.975141 0.968597 0.04 0.10 -0.15 0.106
H -2.268696 -0.976772 -0.829363 0.09 0.09 0.12 0.111
H 0.851209 -1.439845 0.968064 0.01 0.09 -0.05 0.132

---

# 2
15
Properties=species:S:1:pos:R:3:forces:R:3:lowdin_charge:R:1 method="wB97M-V/def2-TZVPD" lumo_ev=1.0 fmax_ev_per_a=6.14 de_lowest_ev=2.570 homo_ev=-9.1274
O 2.151801 -0.999853 -0.192078 0.23 -0.89 -0.92 -0.011
O -0.653360 -0.494067 -1.295717 0.77 -0.09 0.33 -0.056
C 1.093233 -0.480317 0.487199 -3.95 4.07 -2.36 -0.242
C 0.573043 1.068279 -0.124160 1.57 -0.56 0.74 -0.053
C -1.440886 -0.006405 0.574195 0.02 0.24 0.37 -0.047
C -0.394749 -0.965827 0.046720 1.70 -2.62 1.25 -0.271
C -0.842611 0.775557 -0.598920 0.38 0.14 0.06 -0.290
H -1.330598 0.401360 1.579878 0.00 -0.02 -0.05 0.118
H 1.393780 -0.302713 1.504420 -0.48 -0.53 0.54 0.132
H -1.392197 1.515244 -1.179975 0.11 0.00 0.08 0.146
H -0.422533 -2.048550 0.140583 -0.64 -0.20 -0.14 0.141
H 1.837284 -1.242038 -1.079473 0.24 0.13 0.19 0.111
H -2.455733 -0.359682 0.383043 0.18 0.03 0.01 0.119
H 0.628215 1.796050 0.683831 -0.05 0.19 -0.10 0.097
H 1.255316 1.342967 -0.929547 -0.10 0.11 0.00 0.105

---

# 3
15
Properties=species:S:1:pos:R:3:forces:R:3:lowdin_charge:R:1 method="wB97M-V/def2-TZVPD" lumo_ev=0.7 fmax_ev_per_a=0.55 de_lowest_ev=2.590 homo_ev=-10.1983
O 1.545782 -0.590927 0.249515 0.13 0.00 -0.21 -0.002
O -0.480599 -2.306704 0.014751 0.02 -0.05 -0.22 -0.040
C -0.854967 -1.006766 0.382414 -0.20 0.22 0.22 -0.202
C 0.057674 0.629386 -1.166646 -0.15 0.14 -0.51 -0.074
C 0.225398 1.127033 1.262481 -0.03 0.02 0.04 -0.019
C 0.275140 0.052846 0.174747 -0.18 0.09 -0.01 -0.558
C -0.239878 1.018040 -2.267347 0.19 -0.10 0.42 0.148
H -0.513714 1.372294 -3.236358 0.10 -0.03 0.13 0.033
H -0.786230 1.528802 1.381706 0.12 -0.07 -0.07 0.094
H 0.543314 0.675742 2.207826 -0.09 0.02 -0.15 0.093
H -1.149367 -1.036984 1.436082 0.14 -0.01 -0.05 0.125
H -1.724423 -0.671253 -0.201713 0.08 -0.05 0.19 0.124
H 1.992940 -0.502033 -0.599604 -0.01 0.05 0.13 0.102
H 0.906761 1.949230 1.025207 -0.11 -0.14 -0.01 0.090
H 0.202170 -2.238707 -0.663061 -0.02 -0.11 0.11 0.086